Record 1
Below is a 13-piece molecular cluster, C4H24BO20 overall, with properties calculated with ωB97M-V/def2-TZVPD.

Its energy above the lowest of the compared OMol25 structures with the same formula, charge and spin is 580.6 kJ/mol. For the HOMO energy, the calculation gives -8.43 eV. The total charge is -1.

Last column: natural (NBO) charge in e.
Cartesian coordinates (Å):
O -1.5337 1.2756 -3.0400  -0.67
C -1.2827 0.3376 -2.2630  0.69
O -0.9147 0.5706 -1.1410  -0.59
B -0.2367 -0.6324 -0.6310  1.16
O -0.1227 -1.5574 -1.8140  -0.61
C -0.7337 -0.9594 -2.7630  0.69
O -1.0377 -1.3364 -3.8690  -0.55
O -0.7727 -1.1754 0.5770  -0.64
C 0.0683 -1.0604 1.4650  0.68
O -0.0327 -1.3214 2.6390  -0.55
C 1.2543 -0.4434 0.9620  0.66
O 1.1683 -0.2664 -0.2850  -0.62
O 2.3053 -0.5044 1.5870  -0.60
O 3.4053 2.3856 1.3100  -0.95
H 3.9433 3.2006 1.2220  0.47
H 3.8423 1.6886 0.8390  0.48
O -1.0877 -3.4104 -5.8790  -0.94
H -0.8817 -2.8844 -5.1840  0.48
H -0.4607 -4.1964 -5.8180  0.45
O 2.5553 1.3726 -2.3190  -0.94
H 2.1663 1.1336 -1.5000  0.46
H 2.0233 2.1356 -2.3650  0.46
O 3.9943 -2.6724 2.6020  -0.97
H 3.8523 -1.9154 2.0160  0.48
H 4.1663 -2.3564 3.5120  0.49
O -2.1677 2.1876 -5.8070  -0.95
H -2.3157 2.1046 -4.7350  0.49
H -3.0847 2.4646 -6.0810  0.46
O -3.2277 -2.1654 0.1180  -0.94
H -3.4487 -1.2414 0.1720  0.45
H -2.3267 -2.0684 0.4720  0.48
O -1.4967 -3.7414 4.1770  -0.95
H -0.9867 -3.8284 3.2420  0.46
H -1.5847 -2.8464 4.2690  0.48
O -0.6067 1.3176 3.8840  -0.91
H 0.2593 1.7536 4.0090  0.47
H -0.8207 1.3776 4.7250  0.45
O -3.6767 4.0186 -3.0490  -0.95
H -3.5197 3.0586 -2.9660  0.48
H -2.9517 4.4736 -3.2150  0.46
O -1.3557 -1.0864 5.1300  -0.96
H -1.4167 -0.5854 4.3870  0.49
H -0.5527 -1.0624 5.6190  0.48
O 3.2543 -0.4374 4.3510  -0.99
H 3.1293 0.0986 3.5610  0.51
H 2.4103 -0.4904 5.0310  0.48
O 0.4113 3.1776 -2.6660  -1.02
H -0.5007 2.7236 -2.7120  0.53
H 0.9303 3.3886 -1.7780  0.48

Record 2
Below is the molecule C2H5N3O3, with properties calculated with ωB97M-V/def2-TZVPD.

Its energy above the lowest of the compared OMol25 structures with the same formula, charge and spin is 191.7 kJ/mol. For the HOMO energy, the calculation gives -9.75 eV. The SMILES is NNC(=O)C(=O)NO.

Last column: natural (NBO) charge in e.
Cartesian coordinates (Å):
C 0.7577 -0.9433 -0.4384  0.58
C -0.7296 -0.8844 -0.8621  0.55
H 0.8788 1.4722 1.6202  0.37
H 0.0066 0.1806 2.2288  0.37
H 2.0641 -0.5149 1.0485  0.39
H -2.2825 0.3656 -1.3977  0.39
H -0.4147 1.6867 -0.1287  0.48
N 0.3349 0.6514 1.3856  -0.67
N 1.1586 -0.2376 0.6651  -0.47
N -1.3461 0.3225 -0.9625  -0.33
O 1.5223 -1.6707 -1.0236  -0.55
O -1.3584 -1.9008 -1.0765  -0.56
O -0.5918 1.4726 -1.0587  -0.55

Record 3
Below is the molecule C8H18O2Si, with properties calculated with ωB97M-V/def2-TZVPD.

Its energy above the lowest of the compared OMol25 structures with the same formula, charge and spin is 138.8 kJ/mol. For the HOMO energy, the calculation gives -8.99 eV. The SMILES is C=CC[Si](C)(OCC)OCC.

Last column: natural (NBO) charge in e.
Cartesian coordinates (Å):
O -0.9768 0.6898 0.8901  -0.89
O 0.9944 -1.2569 0.5438  -0.91
C 2.1505 1.1367 -2.6251  -0.42
C 1.0186 1.2173 -1.9207  -0.16
C -3.1199 0.7731 2.0920  -0.63
C 3.3478 -0.7353 0.9588  -0.63
C -2.3292 1.0476 0.7984  -0.05
C 1.8882 -0.4144 1.2868  -0.05
C -1.6333 -1.8917 -0.4235  -1.17
C 0.0194 0.1150 -1.8268  -0.96
Si -0.3871 -0.5788 -0.1141  2.14
H 2.3448 0.2061 -3.1069  0.19
H 2.8481 1.9455 -2.6266  0.20
H 0.7979 2.1474 -1.3862  0.20
H -4.1920 0.7722 1.8317  0.21
H -2.9458 1.5441 2.8412  0.21
H -2.8479 -0.1854 2.5066  0.21
H 3.6141 -0.6355 -0.1203  0.22
H 3.6007 -1.7692 1.2190  0.21
H 3.9691 -0.1412 1.5784  0.21
H -2.7562 0.5216 -0.0680  0.15
H -2.3893 2.1072 0.5382  0.17
H 1.6501 -0.4814 2.3653  0.18
H 1.5517 0.6045 0.9890  0.17
H -2.1179 -2.2204 0.4798  0.25
H -1.1732 -2.7086 -0.9231  0.25
H -2.3471 -1.4620 -1.1265  0.24
H -0.9573 0.3937 -2.2504  0.24
H 0.3778 -0.7410 -2.4009  0.23

Record 4
Below is the molecule C4H13N3, with properties calculated with ωB97M-V/def2-TZVPD.

Its energy above the lowest of the compared OMol25 structures with the same formula, charge and spin is 305.6 kJ/mol. For the HOMO energy, the calculation gives -8.39 eV. The SMILES is CNCCNCN.

Last column: natural (NBO) charge in e.
Cartesian coordinates (Å):
C 0.3353 -1.5739 -0.2182  -0.24
N 1.2208 -0.5647 0.3374  -0.66
C 0.7296 0.0106 1.7345  -0.05
N 1.1622 1.2611 2.4078  -0.83
C -0.7586 -0.8308 -1.2154  -0.24
N -0.1794 0.4701 -1.5441  -0.60
C -1.1284 1.4035 -2.0620  -0.42
H 0.8464 -2.4673 -0.6564  0.21
H -0.4335 -2.1681 0.4411  0.16
H 2.1803 -0.9270 0.5570  0.37
H 1.0130 -0.8096 2.4645  0.15
H -0.3165 0.0163 1.5958  0.16
H 1.4629 1.0292 3.3134  0.36
H 0.3785 1.9075 2.5507  0.36
H -1.7250 -1.0316 -0.6022  0.15
H -0.9612 -1.4312 -2.1278  0.19
H 0.1191 0.7603 -0.6731  0.36
H -1.4351 1.1213 -3.0648  0.20
H -0.6929 2.4043 -2.0156  0.19
H -1.8176 1.4200 -1.2226  0.17

Record 5
Below is C34H27ClN4O4RuS2 as an isolated structure, with properties calculated with ωB97M-V/def2-TZVPD.

As for the expectation value of S²: 0.755. Its energy above the lowest of the compared OMol25 structures with the same formula, charge and spin is 0.0 kJ/mol. For the HOMO energy (spin up / spin down), the calculation gives -10.93 / -10.88 eV. Its multiplicity is 2. The total charge is +1.

Last column: Löwdin spin population.
Cartesian coordinates (Å):
Ru 1.3721 -0.2537 0.9566  0.75
Cl -0.6211 -6.6891 3.1721  0.00
C 0.2080 -5.2029 2.8630  0.00
C 1.6045 -5.2190 2.6711  0.00
C 2.3003 -4.0671 2.4241  0.00
C 1.6382 -2.8235 2.3105  0.00
O 2.3335 -1.7554 2.0333  0.02
C 0.2312 -2.8115 2.5535  0.00
C -0.4440 -1.5901 2.7738  0.01
N 0.0782 -0.4303 2.4855  0.00
C -0.3774 0.7937 3.0182  0.00
C -1.3924 1.0029 3.9130  0.00
C -1.6737 2.3196 4.3427  0.00
C -0.9365 3.3863 3.9083  0.00
C 0.1459 3.1868 3.0180  0.00
C 0.9777 4.2189 2.5250  0.00
C 1.9957 3.9066 1.6723  0.00
C 2.1978 2.5682 1.2934  0.00
N 1.4563 1.5795 1.7491  -0.01
C 0.4190 1.8811 2.5950  0.00
C -0.4624 -4.0193 2.8291  0.00
H 2.1273 -6.1643 2.7309  0.00
H 3.3730 -4.0859 2.2890  0.00
H -1.4064 -1.6239 3.2824  0.00
H -1.9754 0.1807 4.3036  0.00
H -2.4851 2.4740 5.0400  0.00
H -1.1615 4.3890 4.2454  0.00
H 0.7930 5.2433 2.8215  0.00
H 2.6467 4.6660 1.2649  0.00
H 2.9787 2.3095 0.5983  0.00
H -1.5270 -3.9891 3.0236  0.00
N 3.7549 -0.1136 0.3370  0.04
C 3.1715 -0.4336 -0.9104  0.00
C 2.4278 -1.6158 -1.0104  0.02
C 1.7304 -1.8973 -2.1930  0.00
C 1.7859 -1.0260 -3.2557  0.01
C 2.6011 0.1081 -3.1750  0.00
C 3.2753 0.4166 -2.0157  0.01
S 0.5563 -1.1224 -4.5598  0.00
O -0.2065 0.1065 -4.2398  0.00
O 1.2563 -1.0584 -5.8107  0.00
O -0.1824 -2.3278 -4.2544  0.00
H 4.0558 -0.9071 0.8920  0.00
H 4.4312 0.6357 0.3192  0.00
H 2.5215 -2.3787 -0.2436  0.00
H 1.1189 -2.7871 -2.2736  0.00
H 2.6725 0.7598 -4.0372  0.00
H 3.8946 1.3050 -1.9564  0.00
N -0.0226 0.6216 -0.1208  0.12
S -0.3872 0.3699 -1.7175  0.01
C -1.1822 1.9103 -2.0954  0.00
C -2.3585 2.2843 -1.4576  0.00
C -2.8644 3.5527 -1.6890  0.00
C -2.2013 4.4216 -2.5479  0.00
C -1.0376 4.0254 -3.1906  0.00
C -0.5166 2.7589 -2.9661  0.00
C -1.7792 -0.7709 -1.6941  0.01
C -2.6550 -0.7993 -2.7701  0.00
C -3.6942 -1.7129 -2.7550  0.00
C -3.8424 -2.5959 -1.6923  0.00
C -2.9446 -2.5705 -0.6375  0.00
C -1.9053 -1.6500 -0.6338  0.00
H -0.6589 1.2756 0.3276  0.00
H -2.8872 1.5861 -0.8192  0.00
H -3.7888 3.8553 -1.2161  0.00
H -2.6063 5.4080 -2.7295  0.00
H -0.5432 4.6927 -3.8829  0.00
H 0.3622 2.4089 -3.4897  0.00
H -2.5004 -0.1447 -3.6158  0.00
H -4.3801 -1.7484 -3.5898  0.00
H -4.6508 -3.3143 -1.6963  0.00
H -3.0434 -3.2732 0.1796  0.00
H -1.1913 -1.6362 0.1800  0.00

Record 6
Below is the molecule C11H16B2BrNO7, with properties calculated with ωB97M-V/def2-TZVPD.

For the HOMO energy, the calculation gives -9.56 eV. The SMILES is CCOCCOCC1=C(B(O)O)C(=O)C(Br)=C(B(N)O)C1=O.

Last column: natural (NBO) charge in e.
Cartesian coordinates (Å):
C -2.2044 0.4786 -4.0250  -0.65
C -2.6516 -0.8291 -3.2872  -0.06
O -2.4103 -0.8055 -1.8935  -0.52
C -3.3888 -0.0177 -1.2175  -0.08
C -3.0845 -0.1718 0.3165  -0.08
O -1.7050 -0.4872 0.4479  -0.52
C -1.1295 0.0517 1.6161  -0.10
C 0.3873 -0.0511 1.4271  -0.04
C 0.9741 -1.2382 1.5057  -0.39
B 0.2428 -2.6267 1.8371  1.17
O -0.4103 -3.3982 0.8977  -0.90
O 0.2548 -3.0531 3.1569  -0.89
C 2.4579 -1.3054 1.2647  0.49
O 2.9531 -2.3799 1.0974  -0.51
C 3.2947 -0.0414 1.1923  -0.08
Br 5.2052 -0.3498 1.1584  0.07
C 2.7366 1.1657 1.1313  -0.45
B 3.5728 2.5328 1.0380  1.09
N 4.7749 2.7456 0.2294  -1.11
O 3.1140 3.5888 1.8168  -0.90
C 1.2023 1.1906 1.1365  0.61
O 0.6505 2.2124 0.9100  -0.50
H -1.1986 0.3443 -4.4463  0.21
H -2.8985 0.6481 -4.8660  0.21
H -2.2352 1.3644 -3.3776  0.21
H -2.0185 -1.6327 -3.6996  0.19
H -3.6964 -1.0927 -3.5417  0.16
H -3.1784 1.0284 -1.5084  0.16
H -4.4134 -0.3458 -1.4554  0.17
H -3.6434 -1.0721 0.6455  0.17
H -3.3983 0.7115 0.8928  0.18
H -1.4238 1.1024 1.8038  0.20
H -1.4086 -0.5018 2.5406  0.18
H 0.2522 -3.7375 0.2758  0.51
H 1.1668 -2.9372 3.4674  0.50
H 4.7395 2.0731 -0.5377  0.38
H 5.5644 2.4977 0.8267  0.40
H 2.9533 4.3386 1.2237  0.51

Record 7
Below is C46H46Cl2N4O6PS2TeTl as an isolated structure, with properties calculated with ωB97M-V/def2-TZVPD.

For the HOMO energy, the calculation gives -7.46 eV.

Last column: Mulliken charge in e.
Cartesian coordinates (Å):
Tl 0.9688 -0.2761 0.0538  1.49
C 2.8506 2.7327 -1.1498  -0.58
N 3.0361 1.2990 -0.9847  0.88
C 4.0740 1.0251 0.0031  -0.94
C 3.3641 0.6761 -2.2567  -1.29
C 3.0207 -0.7972 -2.3503  0.98
C 3.6813 -1.5598 -3.3140  -1.18
C 3.3270 -2.8777 -3.5465  -0.83
C 2.3020 -3.4572 -2.8142  -1.09
C 1.6596 -2.7174 -1.8321  -0.48
C 2.0229 -1.4021 -1.5990  0.51
H 3.7398 3.2123 -1.5870  0.30
H 2.6511 3.1880 -0.1845  -0.17
H 2.0008 2.9213 -1.8088  0.12
H 5.0212 1.5225 -0.2536  0.30
H 4.2565 -0.0487 0.0502  0.26
H 3.7532 1.3753 0.9863  0.06
H 4.4312 0.8115 -2.4904  0.54
H 2.7982 1.1947 -3.0372  0.46
H 4.4773 -1.1058 -3.8944  0.45
H 3.8442 -3.4513 -4.3051  0.39
H 2.0056 -4.4828 -2.9953  0.53
H 0.8599 -3.1622 -1.2644  0.75
Cl 3.3871 -1.7940 2.2025  -0.06
C 2.9942 -3.3639 2.8234  0.60
C 3.9730 -4.0331 3.5468  -0.59
C 3.7097 -5.2962 4.0419  -0.55
C 2.4632 -5.8717 3.8464  -0.87
C 1.4867 -5.1843 3.1507  -0.22
C 1.7335 -3.9247 2.6014  -0.41
P 0.4005 -3.0503 1.6429  1.22
C -0.8275 -3.0833 3.0181  0.69
C -0.6003 -2.1603 4.0387  -0.74
C -1.4985 -2.0192 5.0813  -0.69
C -2.6438 -2.8031 5.1224  -0.60
C -2.8504 -3.7592 4.1430  -0.77
C -1.9454 -3.9065 3.0984  -0.23
C -0.1093 -4.4529 0.5706  -0.44
C 0.8111 -5.4030 0.1240  -0.48
C 0.4254 -6.3904 -0.7689  -0.76
C -0.8802 -6.4425 -1.2343  -0.79
C -1.7931 -5.4839 -0.8236  -1.36
C -1.4065 -4.4867 0.0580  0.03
H 4.9309 -3.5595 3.7123  0.49
H 4.4759 -5.8305 4.5877  0.38
H 2.2538 -6.8590 4.2371  0.42
H 0.5072 -5.6284 3.0233  0.38
H 0.2833 -1.5346 4.0021  0.42
H -1.3096 -1.2889 5.8581  0.41
H -3.3686 -2.6736 5.9158  0.40
H -3.7255 -4.3959 4.1800  0.44
H -2.1211 -4.6782 2.3641  0.53
H 1.8394 -5.3629 0.4587  0.48
H 1.1502 -7.1209 -1.1059  0.47
H -1.1794 -7.2163 -1.9291  0.40
H -2.8112 -5.5106 -1.1914  0.47
H -2.1168 -3.7253 0.3525  0.85
Cl -6.9837 -0.5571 0.8074  -0.25
C -5.2473 -0.5630 0.9126  -0.03
C -4.6355 -0.0764 2.0782  -0.68
C -3.2733 -0.0572 2.1812  -0.67
C -2.4345 -0.5443 1.1361  -0.12
O -1.1633 -0.5442 1.2978  1.02
C -3.0855 -1.0138 -0.0571  1.61
C -2.3482 -1.4638 -1.2098  -0.93
O -1.1370 -1.5391 -1.3599  -0.51
C -4.4928 -1.0158 -0.1307  -1.27
H -5.2530 0.2807 2.8919  0.45
H -2.7840 0.3248 3.0682  0.37
H -2.9969 -1.7771 -2.0543  0.17
H -4.9727 -1.3891 -1.0285  0.43
C -2.8317 9.1711 -3.3253  -1.23
C -1.8671 8.0110 -3.1364  -0.46
S -2.8165 6.4772 -3.1029  1.24
O -3.6881 6.4288 -4.2443  -0.68
O -3.4000 6.3257 -1.7927  -0.66
C -1.5783 5.1622 -3.2701  -0.48
C -2.3333 3.8456 -3.0994  -1.84
N -1.4478 2.7330 -2.7955  0.48
C -1.2173 2.2340 -1.5609  0.11
N -0.3496 1.2311 -1.6087  1.23
C -0.0183 1.0484 -2.9047  -1.23
C -0.6725 1.9805 -3.6662  -0.52
N -0.5314 2.1987 -5.0588  1.08
O -1.1046 3.1558 -5.5644  -0.67
O 0.1768 1.4172 -5.6658  -0.65
C -1.8778 2.7299 -0.3290  -1.22
H -2.2957 10.1182 -3.3421  0.37
H -3.5569 9.1938 -2.5124  0.34
H -3.3748 9.0525 -4.2613  0.35
H -1.3435 8.0606 -2.1830  0.37
H -1.1611 7.9226 -3.9624  0.38
H -0.8489 5.3203 -2.4749  0.45
H -1.1281 5.2422 -4.2565  0.53
H -2.8852 3.6335 -4.0098  0.29
H -3.0379 3.9436 -2.2750  0.80
H 0.6389 0.2572 -3.2270  0.91
H -2.9006 2.3488 -0.2682  0.29
H -1.9107 3.8189 -0.2944  0.68
H -1.3277 2.3555 0.5328  -0.38
Te 0.5584 1.1485 2.4741  -0.20
C 2.1518 2.4175 3.1071  0.21
C 2.6505 2.3941 4.3778  -0.43
C 3.4808 3.5017 4.6977  -0.54
C 3.6138 4.3648 3.6587  -0.62
S 2.7141 3.8387 2.2934  -0.07
H 2.4192 1.5979 5.0720  0.41
H 3.9493 3.6436 5.6607  0.38
H 4.1752 5.2837 3.6105  0.39